DFT (wB97M-V/def2-TZVPD) results for a structure of composition C26H19BN11NbO4S2 in a non-equilibrium geometry.

Atoms and positions in Å:
Nb  0.375  -1.456  -0.081
C  -5.235  2.532  0.958
C  -5.340  2.847  -0.433
N  -4.562  2.042  -1.167
N  -3.901  1.165  -0.305
C  -4.291  1.479  0.964
B  -3.106  0.074  -1.075
N  -2.976  -1.228  -0.259
C  -4.026  -1.945  0.265
C  -3.573  -3.208  0.642
C  -2.214  -3.202  0.302
N  -1.848  -1.988  -0.191
N  -1.642  0.628  -1.429
C  -1.468  1.825  -2.089
C  -0.237  1.771  -2.724
C  0.375  0.572  -2.300
N  -0.514  -0.115  -1.521
H  -5.656  3.087  1.811
H  -5.906  3.601  -0.992
H  -3.923  0.874  1.789
H  -3.731  -0.023  -2.065
H  -5.037  -1.578  0.321
H  -4.057  -4.022  1.172
H  -1.482  -3.975  0.446
H  -2.249  2.528  -2.066
H  0.188  2.510  -3.360
H  1.346  0.206  -2.655
N  -1.822  -2.130  3.296
N  -0.672  -2.772  3.670
C  0.271  -2.935  2.704
O  1.167  -3.767  2.712
O  0.134  -1.983  1.783
H  -1.553  -1.206  2.894
H  -2.409  -2.042  4.111
H  -0.469  -3.121  4.638
S  0.822  -2.954  -1.866
C  2.359  -2.304  -2.365
C  2.697  -2.309  -3.711
C  3.972  -1.961  -4.096
C  4.367  -1.915  -5.490
N  4.611  -1.893  -6.596
C  4.893  -1.533  -3.097
C  4.603  -1.533  -1.723
C  3.334  -1.983  -1.310
S  2.719  -2.294  0.294
C  6.189  -1.045  -3.467
N  7.282  -0.713  -3.679
H  1.952  -2.581  -4.504
H  5.381  -1.317  -0.953
O  2.625  1.066  -0.447
C  1.963  1.256  0.592
N  0.855  0.478  0.862
C  0.256  1.063  2.005
O  -0.819  0.608  2.463
C  0.991  2.275  2.414
C  0.739  3.315  3.312
C  1.705  4.230  3.555
C  2.823  4.334  2.727
C  3.001  3.381  1.707
C  2.100  2.339  1.599
H  -0.199  3.376  3.860
H  1.546  4.919  4.376
H  3.447  5.219  2.749
H  3.827  3.431  1.023

Properties
* E_tot: -2783.7688 a.u.
* HOMO-LUMO gap: 6.27 eV
* E_HOMO: -8.64 eV
* total charge: 0
* LUMO energy: -2.37 eV
* energy relative to the best compared isomer or geometry (same formula, charge and spin): 116.0 kJ/mol

***

DFT (wB97M-V/def2-TZVPD) results for a cluster of 13 separate species, C22H70N8O13 in total in a non-equilibrium geometry.

Atoms and positions in Å:
C  30.877  -2.459  35.760
O  30.176  -3.439  35.748
N  30.738  -1.397  34.970
N  31.915  -2.326  36.500
H  31.543  -0.812  35.143
H  30.251  -1.492  34.090
H  32.170  -3.051  37.155
H  32.463  -1.477  36.515
C  23.684  -0.672  34.110
O  22.525  -1.006  33.908
N  24.774  -1.096  33.486
N  24.038  0.115  35.101
H  24.615  -1.901  32.897
H  25.685  -0.744  33.741
H  25.029  0.169  35.287
H  23.322  0.360  35.769
C  26.647  -6.082  40.800
O  26.682  -4.905  41.085
N  27.062  -6.969  41.609
N  26.302  -6.628  39.696
H  26.935  -7.934  41.340
H  27.401  -6.649  42.506
H  25.974  -6.033  38.948
H  26.365  -7.635  39.667
C  21.872  -4.775  35.417
O  21.119  -5.640  35.863
N  23.094  -4.892  35.222
N  21.520  -3.547  35.125
H  23.625  -5.694  35.528
H  23.529  -4.115  34.744
H  22.059  -2.921  34.544
H  20.574  -3.289  35.369
C  28.776  -4.688  32.406
C  27.243  -4.674  32.325
O  26.863  -3.353  32.454
H  29.240  -5.615  32.744
H  29.202  -4.045  33.177
H  29.264  -4.498  31.449
H  26.876  -5.291  33.145
H  26.879  -5.136  31.408
H  25.988  -3.308  32.062
C  27.926  -1.255  38.448
C  27.653  -2.294  39.565
O  26.337  -2.803  39.383
H  28.877  -0.780  38.690
H  27.137  -0.504  38.441
H  27.969  -1.691  37.450
H  27.709  -1.846  40.558
H  28.454  -3.032  39.586
H  26.303  -3.528  40.012
C  23.571  -8.628  38.056
C  24.369  -8.324  36.801
O  24.284  -6.935  36.472
H  22.541  -8.272  38.052
H  23.996  -8.249  38.985
H  23.495  -9.688  38.295
H  23.939  -9.044  36.104
H  25.403  -8.557  37.054
H  25.083  -6.529  36.818
C  28.185  1.798  34.319
C  27.632  0.539  35.012
O  26.701  0.955  36.062
H  28.892  2.219  35.034
H  27.443  2.584  34.178
H  28.655  1.498  33.382
H  28.407  -0.058  35.493
H  27.125  -0.134  34.321
H  27.213  1.591  36.566
C  30.591  -5.393  38.568
C  31.976  -5.634  38.086
O  32.752  -4.504  38.288
H  30.284  -4.450  38.115
H  30.585  -5.227  39.645
H  29.867  -6.174  38.333
H  31.923  -5.871  37.024
H  32.327  -6.517  38.621
H  33.056  -4.362  39.188
C  26.355  -2.924  35.807
C  26.708  -4.207  36.529
O  25.681  -4.546  37.466
H  27.268  -2.456  35.438
H  25.896  -2.283  36.559
H  25.630  -3.210  35.045
H  27.626  -4.056  37.097
H  27.026  -5.021  35.878
H  25.657  -3.815  38.088
C  29.157  -6.779  35.459
C  27.989  -7.391  36.224
O  28.388  -8.611  36.745
H  29.981  -6.429  36.081
H  28.747  -5.930  34.912
H  29.519  -7.348  34.602
H  27.086  -7.494  35.623
H  27.627  -6.749  37.027
H  28.020  -9.250  36.131
C  24.366  0.887  41.298
C  25.455  0.381  40.287
O  24.776  -0.551  39.424
H  23.840  0.064  41.782
H  23.657  1.601  40.879
H  24.850  1.441  42.103
H  26.232  -0.190  40.796
H  25.900  1.178  39.692
H  25.429  -1.242  39.291
C  22.755  -4.370  40.238
C  22.476  -5.102  38.887
O  21.086  -5.133  38.580
H  23.525  -4.976  40.716
H  21.888  -4.514  40.882
H  23.015  -3.315  40.150
H  22.935  -6.083  38.766
H  22.983  -4.487  38.143
H  21.008  -5.274  37.633

Properties
* E_tot: -2296.3499 a.u.
* HOMO-LUMO gap: 8.60 eV
* E_HOMO: -8.49 eV
* total charge: 0
* LUMO energy: 0.11 eV
* energy relative to the best compared isomer or geometry (same formula, charge and spin): 558.8 kJ/mol

***

DFT (wB97M-V/def2-TZVPD) results for the molecule C6H12O.

Atoms and positions in Å:
C  -1.768  -1.528  -0.548
C  -1.310  -0.308  0.233
O  -2.172  -0.208  1.354
C  0.150  -0.415  0.688
C  1.154  -0.350  -0.509
C  2.180  0.493  0.139
C  1.979  1.930  -0.175
H  -1.177  -1.663  -1.460
H  -2.821  -1.419  -0.824
H  -1.669  -2.426  0.073
H  -1.411  0.589  -0.403
H  -1.946  0.600  1.833
H  0.299  -1.342  1.252
H  0.644  0.088  -1.386
H  1.492  -1.362  -0.755
H  0.341  0.402  1.404
H  1.027  2.231  -0.646
H  2.775  2.091  -0.926
H  2.233  2.598  0.655

Properties
* E_tot: -310.9180 a.u.
* HOMO-LUMO gap: 8.83 eV
* E_HOMO: -8.27 eV
* total charge: 0
* LUMO energy: 0.55 eV
* energy relative to the best compared isomer or geometry (same formula, charge and spin): 370.8 kJ/mol